2 unconnected molecules or ions with the total composition C4H12. Source: the OMol25 dataset; level of theory: ωB97M-V/def2-TZVPD.

Element x y z (Å)
C1 2.293 -0.331 1.230
C2 1.361 0.802 1.675
H1 3.250 0.021 0.857
H2 2.442 -1.011 2.073
H3 1.811 -0.928 0.458
H4 1.569 1.762 1.206
H5 0.334 0.550 1.425
H6 1.371 0.944 2.759
C3 -1.334 -0.152 -0.876
C4 -2.354 -0.309 -2.001
H7 -0.298 -0.366 -1.163
H8 -1.388 0.848 -0.441
H9 -1.518 -0.816 -0.032
H10 -2.006 -1.020 -2.752
H11 -2.524 0.650 -2.496
H12 -3.325 -0.631 -1.622

Output
2S+1 = 2
net charge = -1
M = 60.14 u
gap between HOMO and LUMO (spin up / spin down) = 2.83 / 12.18 eV
energy above the lowest of the compared OMol25 structures with the same formula, charge and spin = 4.24 kcal per mole
HOMO energy (spin up / spin down) = 1.5393 / -7.7406 eV
lowest unoccupied orbital energy (spin up / spin down) = 4.37 / 4.44 eV

Löwdin atomic charge list, values in e, 5 entries: -0.28 -0.26 0.04 0.04 0.02

2 unconnected molecules or ions with the total composition C4H12 at a distorted geometry. Source: the OMol25 dataset; level of theory: ωB97M-V/def2-TZVPD.

Element x y z (Å)
C1 -1.057 -0.652 -2.365
C2 0.411 -1.069 -2.494
H1 -1.720 -1.530 -2.337
H2 -1.310 -0.077 -1.471
H3 -1.520 -0.081 -3.180
H4 0.462 -1.513 -3.505
H5 1.098 -0.280 -2.216
H6 0.644 -2.000 -1.965
C3 1.133 0.637 2.413
C4 -0.307 1.165 2.486
H7 1.785 1.231 3.056
H8 1.050 -0.403 2.736
H9 1.534 0.700 1.403
H10 -0.652 1.175 1.445
H11 -0.553 2.138 2.913
H12 -0.996 0.558 3.081

Output
2S+1 = 2
net charge = -1
M = 60.14 u
gap between HOMO and LUMO (spin up / spin down) = 2.87 / 12.05 eV
energy above the lowest of the compared OMol25 structures with the same formula, charge and spin = 13.44 kcal per mole
HOMO energy (spin up / spin down) = 1.5102 / -7.5805 eV
lowest unoccupied orbital energy (spin up / spin down) = 4.38 / 4.47 eV

Löwdin atomic charge list, values in e, 5 entries: -0.38 -0.32 0.03 0.01 0.03

2 unconnected molecules or ions with the total composition C4H12 at a distorted geometry. Source: the OMol25 dataset; level of theory: ωB97M-V/def2-TZVPD.

Element x y z (Å)
C1 2.749 -0.331 1.004
C2 1.639 0.453 0.209
H1 3.554 -0.881 0.498
H2 3.280 0.283 1.751
H3 2.048 -0.991 1.682
H4 0.870 0.676 1.009
H5 1.273 -0.077 -0.670
H6 2.025 1.457 -0.142
C3 -1.961 0.658 -0.830
C4 -2.435 -0.776 -0.481
H7 -2.373 1.013 -1.772
H8 -2.173 1.329 -0.028
H9 -0.857 0.469 -0.861
H10 -1.999 -1.249 0.371
H11 -2.150 -1.456 -1.351
H12 -3.489 -0.577 -0.389

Output
2S+1 = 2
net charge = -1
M = 60.14 u
gap between HOMO and LUMO (spin up / spin down) = 2.81 / 11.69 eV
energy above the lowest of the compared OMol25 structures with the same formula, charge and spin = 21.05 kcal per mole
HOMO energy (spin up / spin down) = 1.5024 / -7.3008 eV
lowest unoccupied orbital energy (spin up / spin down) = 4.32 / 4.39 eV

Löwdin atomic charge list, values in e, 5 entries: -0.39 -0.40 0.02 0.02 0.05

2 unconnected molecules or ions with the total composition C4H12 at a distorted geometry. Source: the OMol25 dataset; level of theory: ωB97M-V/def2-TZVPD.

Element x y z (Å)
C1 0.380 -0.279 1.986
C2 1.587 -0.364 2.934
H1 -0.247 -1.167 2.110
H2 -0.233 0.598 2.203
H3 0.658 -0.228 0.936
H4 2.535 -0.120 2.443
H5 1.719 -1.357 3.362
H6 1.483 0.335 3.768
C3 -1.242 1.029 -2.214
C4 -0.725 -0.326 -2.703
H7 -2.300 0.941 -1.984
H8 -0.660 1.363 -1.360
H9 -1.137 1.732 -3.045
H10 -0.738 -1.081 -1.901
H11 -1.381 -0.741 -3.473
H12 0.302 -0.336 -3.059

Output
2S+1 = 2
net charge = -1
M = 60.14 u
gap between HOMO and LUMO (spin up / spin down) = 2.74 / 12.55 eV
energy above the lowest of the compared OMol25 structures with the same formula, charge and spin = 4.20 kcal per mole
HOMO energy (spin up / spin down) = 1.5500 / -8.0698 eV
lowest unoccupied orbital energy (spin up / spin down) = 4.29 / 4.48 eV

Löwdin atomic charge list, values in e, 5 entries: -0.36 -0.31 0.02 0.02 0.01

2 unconnected molecules or ions with the total composition C4H12 at a distorted geometry. Source: the OMol25 dataset; level of theory: ωB97M-V/def2-TZVPD.

Element x y z (Å)
C1 -1.330 1.026 -1.352
C2 -0.617 2.321 -1.093
H1 -1.474 0.381 -0.490
H2 -2.346 1.189 -1.727
H3 -0.857 0.396 -2.119
H4 0.362 2.172 -0.639
H5 -1.178 2.991 -0.433
H6 -0.453 2.893 -2.010
C3 0.224 -1.565 1.363
C4 1.715 -1.741 1.096
H7 -0.016 -0.586 1.768
H8 -0.368 -1.622 0.446
H9 -0.129 -2.316 2.084
H10 1.971 -2.661 0.571
H11 2.271 -1.731 2.041
H12 2.112 -0.887 0.546

Output
structure (SMILES) = CC.CC
2S+1 = 1
M = 60.14 u
gap between HOMO and LUMO = 12.86 eV
energy above the lowest of the compared OMol25 structures with the same formula, charge and spin = 1.64 kcal per mole
HOMO energy = -11.7298 eV
lowest unoccupied orbital energy = 1.13 eV

Löwdin atomic charge list, values in e, 5 entries: -0.18 -0.18 0.04 0.06 0.07

2 unconnected molecules or ions with the total composition C4H12 at a distorted geometry. Source: the OMol25 dataset; level of theory: ωB97M-V/def2-TZVPD.

Element x y z (Å)
C1 -1.783 -0.752 -1.923
C2 -0.315 -0.628 -1.586
H1 -2.117 -1.770 -1.697
H2 -2.502 -0.238 -1.276
H3 -1.956 -0.493 -2.959
H4 -0.144 -0.933 -0.547
H5 0.210 -1.359 -2.238
H6 0.282 0.293 -1.580
C3 0.457 0.871 2.189
C4 1.662 0.538 1.293
H7 0.137 1.929 2.169
H8 -0.438 0.324 1.873
H9 0.697 0.673 3.235
H10 2.115 1.387 0.791
H11 2.464 0.036 1.847
H12 1.196 -0.127 0.583

Output
structure (SMILES) = CC.CC
2S+1 = 1
M = 60.14 u
gap between HOMO and LUMO = 12.67 eV
energy above the lowest of the compared OMol25 structures with the same formula, charge and spin = 13.54 kcal per mole
HOMO energy = -11.5381 eV
lowest unoccupied orbital energy = 1.13 eV

Löwdin atomic charge list, values in e, 5 entries: -0.17 -0.18 0.07 0.06 0.06